A cluster of 3 separate species, C27H66N8O13P4S in total in a non-equilibrium geometry. Source: the Open Molecules 2025 dataset; level of theory: the ωB97M-V functional and the def2-TZVPD basis.

* HOMO energy: -7.735 eV
* energy above the lowest of the compared OMol25 structures with the same formula, charge and spin: 3.422 eV
* SMILES: CCCCN[C@@]1(C[SH](=O)=O)OC(=O)[C@@](ON=O)(P(O)O)[C@H]1CCP(=O)(OCC)OCC.CN(C)P(=O)(N(C)C)N(C)C.CN(C)P(=O)(N(C)C)N(C)C
* total charge: 0
* orbital gap: 6.9 eV
* calculated total energy: -115593.3271 eV

Each line ends with the Mulliken charge.
CARTESIAN COORDINATES (ANGSTROEM)
1 C 2.781 3.218 2.507  -0.1563
2 C 1.384 3.775 2.214  -0.8241
3 C 1.030 3.818 0.710  -0.4217
4 C 2.148 4.493 -0.126  -1.1925
5 N 3.138 3.611 -0.741  0.9264
6 C 2.810 3.100 -2.044  -0.0789
7 C 1.945 1.809 -2.167  -1.5703
8 S 2.040 0.627 -0.818  1.2741
9 O 3.073 -0.340 -1.029  -0.6478
10 O 0.718 0.082 -0.671  -0.5866
11 O 2.135 3.994 -2.930  -0.4431
12 C 2.953 4.695 -3.767  -0.2632
13 O 2.546 5.538 -4.530  -0.5457
14 C 4.462 4.261 -3.550  1.7684
15 O 4.878 3.982 -4.878  -0.3183
16 N 6.265 4.343 -5.128  0.1342
17 O 6.983 3.479 -4.864  -0.1671
18 P 5.139 5.826 -2.747  -0.3751
19 O 6.783 5.866 -2.763  -0.5383
20 O 4.484 6.054 -1.262  -0.2975
21 C 4.142 2.933 -2.823  -0.4151
22 C 5.244 2.034 -2.220  -1.3483
23 C 6.553 2.711 -1.762  0.0613
24 P 6.966 1.995 -0.128  0.3043
25 O 6.724 0.554 -0.079  -0.7815
26 O 6.067 2.775 0.966  -0.1272
27 C 6.286 4.204 0.977  0.2198
28 C 6.291 4.793 2.382  -1.3064
29 O 8.518 2.325 0.116  -0.3521
30 C 9.188 1.489 1.084  -0.3562
31 C 8.479 1.327 2.423  -0.7678
32 H 3.576 3.727 1.969  -0.5173
33 H 2.831 2.142 2.310  0.2186
34 H 2.965 3.317 3.579  0.5000
35 H 1.403 4.827 2.518  0.3407
36 H 0.612 3.278 2.798  0.4223
37 H 0.158 4.476 0.649  0.2880
38 H 0.701 2.847 0.336  0.1516
39 H 1.681 5.177 -0.828  0.5192
40 H 2.705 5.125 0.571  0.5615
41 H 3.490 2.902 -0.115  0.2374
42 H 2.173 1.237 -3.064  0.4848
43 H 0.909 2.131 -2.267  0.5810
44 H 2.284 1.285 0.351  -0.0879
45 H 7.083 6.669 -3.193  0.4088
46 H 4.871 6.834 -0.852  0.3114
47 H 3.794 2.328 -3.671  0.6579
48 H 4.797 1.470 -1.398  0.4646
49 H 5.491 1.276 -2.958  0.3986
50 H 6.529 3.789 -1.617  -0.1868
51 H 7.370 2.387 -2.402  0.6191
52 H 5.470 4.670 0.414  -0.1836
53 H 7.194 4.463 0.426  0.7320
54 H 5.284 4.740 2.787  0.1930
55 H 6.998 4.239 2.996  0.3392
56 H 6.577 5.840 2.284  0.3761
57 H 9.452 0.519 0.666  0.2839
58 H 10.134 1.993 1.287  0.3537
59 H 8.023 2.260 2.755  -0.0155
60 H 7.673 0.598 2.373  0.3012
61 H 9.214 1.036 3.173  0.4314
62 O -2.228 -2.566 3.780  -0.9038
63 P -1.545 -3.577 2.895  0.8852
64 N -1.757 -2.829 1.359  0.2801
65 C -2.783 -3.193 0.408  -1.1759
66 C -1.291 -1.451 1.254  -1.0571
67 N -2.619 -4.888 3.169  0.1688
68 C -3.171 -5.771 2.158  -1.0313
69 C -3.551 -4.770 4.284  -0.9686
70 N -0.380 -4.722 2.258  0.0402
71 C 0.303 -5.451 3.358  -1.1406
72 C 0.679 -4.231 1.360  -1.0131
73 H -2.673 -4.232 0.088  0.2994
74 H -2.688 -2.624 -0.518  0.4672
75 H -3.795 -3.033 0.804  0.2938
76 H -0.197 -1.420 1.308  0.2513
77 H -1.686 -0.813 2.053  0.3453
78 H -1.563 -0.993 0.306  0.2681
79 H -4.051 -5.335 1.671  0.3060
80 H -3.484 -6.716 2.612  0.3852
81 H -2.441 -6.040 1.398  0.2783
82 H -4.409 -4.134 4.033  0.2384
83 H -3.062 -4.357 5.162  0.3140
84 H -3.927 -5.755 4.570  0.3410
85 H 0.946 -4.787 3.944  0.3534
86 H 0.914 -6.261 2.956  0.3997
87 H -0.422 -5.901 4.033  0.3385
88 H 1.243 -3.400 1.791  0.3585
89 H 0.271 -3.920 0.402  0.2302
90 H 1.378 -5.040 1.140  0.3830
91 O -7.981 -4.741 -0.346  -0.9125
92 P -8.370 -3.512 -1.126  0.8725
93 N -6.947 -3.297 -2.075  0.3496
94 C -5.893 -2.354 -1.765  -0.9638
95 C -6.520 -4.455 -2.848  -1.0709
96 N -8.480 -2.423 0.195  0.1484
97 C -7.942 -1.076 0.244  -1.0022
98 C -8.500 -2.996 1.537  -0.9658
99 N -9.279 -2.363 -2.090  -0.0145
100 C -10.727 -2.424 -1.762  -1.1277
101 C -9.178 -2.431 -3.556  -0.9614
102 H -6.267 -1.328 -1.769  0.2907
103 H -5.120 -2.352 -2.535  0.4538
104 H -5.413 -2.569 -0.803  0.1853
105 H -7.233 -4.655 -3.660  0.2909
106 H -6.445 -5.362 -2.240  0.2997
107 H -5.551 -4.293 -3.318  0.3314
108 H -6.878 -1.070 0.508  0.2819
109 H -8.470 -0.486 0.999  0.3836
110 H -8.079 -0.540 -0.693  0.2727
111 H -7.497 -3.285 1.872  0.2221
112 H -9.142 -3.871 1.580  0.3160
113 H -8.905 -2.275 2.251  0.3469
114 H -11.172 -3.374 -2.075  0.3506
115 H -11.262 -1.611 -2.252  0.4053
116 H -10.886 -2.314 -0.691  0.3286
117 H -9.400 -3.428 -3.946  0.3351
118 H -8.192 -2.129 -3.898  0.2624
119 H -9.880 -1.726 -4.005  0.3643